1.
DFT (ωB97M-V/def2-TZVPD) results for a structure of composition C52H43IrN5O7P2S3.

```
113
Properties=species:S:1:pos:R:3:mulliken_charge:R:1
Ir -0.29 0.01 -0.43 2.038
S 2.97 -0.17 -1.87 -0.565
P 2.91 -0.47 0.06 2.163
C 1.27 -0.15 0.80 -0.582
P 0.68 0.84 2.14 1.428
S -0.81 1.80 1.20 -0.635
C -0.02 -0.11 3.53 0.277
C -0.80 0.64 4.42 -0.770
C -1.44 0.03 5.48 -0.984
C -1.30 -1.34 5.68 -0.597
C -0.51 -2.08 4.81 -0.591
C 0.12 -1.47 3.73 0.365
C 1.86 1.90 2.99 1.088
C 2.81 1.33 3.84 -0.453
C 3.70 2.14 4.51 -0.673
C 3.63 3.52 4.37 -0.541
C 2.67 4.09 3.54 -0.808
C 1.79 3.28 2.85 -0.297
C 3.40 -2.18 0.44 0.022
C 2.91 -2.88 1.53 -0.083
C 3.30 -4.19 1.77 -0.497
C 4.20 -4.81 0.91 -0.613
C 4.70 -4.11 -0.18 -0.726
C 4.30 -2.80 -0.42 -0.701
C 4.16 0.56 0.86 0.260
C 4.07 1.94 0.71 -0.082
C 5.07 2.76 1.20 -0.597
C 6.16 2.21 1.86 -0.636
C 6.26 0.83 2.01 -0.899
C 5.26 0.01 1.51 -0.553
H -0.93 1.71 4.26 0.359
H -2.06 0.61 6.15 0.454
H -1.81 -1.83 6.50 0.447
H -0.40 -3.15 4.96 0.600
H 0.69 -2.06 3.05 -0.015
H 2.85 0.25 3.96 0.319
H 4.44 1.70 5.16 0.443
H 4.32 4.15 4.91 0.423
H 2.61 5.17 3.44 0.432
H 1.04 3.71 2.19 0.394
H 2.24 -2.40 2.21 0.170
H 2.91 -4.73 2.63 0.468
H 4.50 -5.83 1.08 0.378
H 5.41 -4.58 -0.85 0.404
H 4.67 -2.27 -1.28 0.434
H 3.22 2.37 0.19 0.201
H 5.00 3.83 1.07 0.464
H 6.94 2.85 2.25 0.418
H 7.12 0.40 2.51 0.433
H 5.35 -1.07 1.61 0.490
O -6.04 -2.30 5.36 -0.681
S -5.85 -3.56 6.04 1.237
O -6.92 -4.53 5.87 -0.688
O -5.30 -3.46 7.37 -0.687
C -4.48 -4.33 5.13 -0.048
N -4.06 -5.54 5.52 -0.487
C -3.04 -6.06 4.86 -0.463
C -2.41 -5.42 3.80 -0.471
C -2.92 -4.18 3.48 0.207
N -3.94 -3.64 4.13 -0.195
C -2.35 -3.29 2.42 1.117
C -1.23 -3.61 1.66 -0.789
C -0.68 -2.67 0.82 0.436
N -1.22 -1.45 0.67 0.315
C -2.35 -1.16 1.34 -0.665
C -2.93 -2.04 2.22 -0.927
H -2.70 -7.04 5.19 0.420
H -1.57 -5.87 3.29 0.435
H -0.74 -4.57 1.74 0.392
H 0.22 -2.88 0.25 -0.238
H -2.76 -0.17 1.18 0.519
H -3.82 -1.77 2.77 0.754
O 1.28 -3.29 -1.76 -0.494
C 0.34 -2.72 -2.24 -0.335
C -0.52 -3.21 -3.41 -0.722
C -1.66 -2.19 -3.53 -0.554
C -1.32 -1.21 -2.44 0.216
O -1.93 -0.19 -2.05 -0.794
N -0.21 -1.52 -1.79 0.210
H -0.87 -4.21 -3.18 0.300
H 0.11 -3.26 -4.29 0.344
H -2.65 -2.61 -3.35 0.307
H -1.69 -1.67 -4.49 0.296
C -6.69 4.78 -3.13 -0.969
O -5.45 4.11 -3.04 -0.405
C -4.73 3.94 -4.19 0.979
C -5.11 4.41 -5.44 -0.508
C -4.28 4.17 -6.53 -0.703
C -3.11 3.45 -6.39 -0.862
C -2.74 2.98 -5.14 0.094
C -3.53 3.24 -4.05 -0.499
N -3.21 2.76 -2.75 0.137
C -2.02 2.64 -2.19 -0.475
C -0.83 3.30 -2.53 0.656
C -0.82 4.56 -3.21 -0.513
C 0.35 5.21 -3.44 -0.872
C 1.58 4.60 -3.04 -0.509
C 1.61 3.40 -2.41 -0.923
C 0.40 2.69 -2.10 -0.203
O 0.48 1.58 -1.52 -0.624
H -7.40 4.21 -3.74 0.391
H -6.57 5.78 -3.56 0.386
H -7.06 4.87 -2.12 0.248
H -6.03 4.95 -5.57 0.407
H -4.57 4.55 -7.50 0.388
H -2.48 3.24 -7.25 0.410
H -1.83 2.40 -5.01 0.542
H -3.99 2.40 -2.22 0.386
H -1.99 1.95 -1.36 0.624
H -1.76 5.02 -3.47 0.458
H 0.35 6.18 -3.91 0.435
H 2.51 5.11 -3.26 0.434
H 2.55 2.92 -2.14 0.348
```

Expectation value of S²: 0.755
F_max (eV/Å): 1.6
HOMO-LUMO gap (alpha / beta) (eV): 5.9 / 5.2
Calculated total energy (Ha): -4789.466615
Spin multiplicity: 2
HOMO (alpha / beta) (Ha): -0.2653 / -0.2653

2.
DFT (ωB97M-V/def2-TZVPD) results for a cluster of 4 separate species, C52H44BrNO8P in total.

```
107
Properties=species:S:1:pos:R:3:mulliken_charge:R:1
C 2.91 -2.05 -1.55 -0.657
P 1.37 -0.89 -1.25 0.275
O 1.27 0.05 -2.72 -0.457
C -0.18 -2.01 -1.05 0.330
Br 0.50 -3.70 -0.12 -0.107
C -0.71 -2.51 -2.52 -1.073
C -2.34 -2.75 -2.41 1.116
C -2.74 -4.12 -1.53 -1.134
C -2.81 -3.14 -3.97 -1.161
N -3.15 -1.54 -2.03 0.466
O -4.44 -1.96 -1.89 -0.510
C -2.67 -0.83 -0.80 0.665
C -3.89 -0.89 0.35 -1.020
C -2.56 0.79 -1.19 -1.185
C -1.34 -1.40 -0.07 -1.170
H 2.69 -2.85 -2.40 0.262
H 3.21 -2.65 -0.57 0.192
H 3.88 -1.43 -1.84 0.218
H 0.33 0.42 -2.82 0.260
H -0.50 -1.75 -3.40 0.328
H -0.18 -3.54 -2.76 0.288
H -3.81 -4.54 -1.81 0.354
H -1.88 -4.90 -1.81 0.284
H -2.64 -3.85 -0.39 0.213
H -3.74 -2.51 -4.33 0.302
H -1.92 -2.86 -4.72 0.294
H -2.95 -4.31 -4.09 0.267
H -3.42 -0.34 1.30 0.246
H -4.13 -1.98 0.70 0.305
H -4.83 -0.26 0.05 0.281
H -2.26 1.45 -0.26 0.251
H -1.92 0.98 -2.15 0.270
H -3.67 1.13 -1.47 0.347
H -0.83 -0.51 0.53 0.316
H -1.70 -2.16 0.78 0.387
C -6.87 0.17 5.33 -0.585
C -7.17 0.85 6.51 -0.418
C -6.89 2.21 6.61 -0.645
C -6.30 2.90 5.54 0.338
C -5.98 2.21 4.37 0.175
C -6.28 0.85 4.26 -0.457
C -5.32 2.91 3.26 0.516
O -5.03 2.31 2.23 -0.687
C -4.98 4.34 3.40 0.142
C -4.30 5.00 2.37 -0.479
C -3.99 6.36 2.50 -0.531
C -4.38 7.06 3.64 -0.442
C -5.05 6.40 4.67 -0.608
C -5.35 5.04 4.55 0.254
C -6.03 4.34 5.66 0.574
O -6.37 4.96 6.67 -0.683
H -7.09 -0.89 5.24 0.403
H -7.62 0.32 7.34 0.389
H -7.14 2.74 7.54 0.453
H -6.04 0.31 3.35 0.553
H -4.00 4.47 1.48 0.499
H -3.46 6.87 1.70 0.399
H -4.14 8.12 3.73 0.391
H -5.35 6.96 5.56 0.455
C 5.15 -0.80 -10.66 -0.458
C 5.96 -1.75 -10.03 -0.458
C 6.09 -1.75 -8.64 -0.529
C 5.41 -0.79 -7.87 0.233
C 4.62 0.17 -8.50 0.151
C 4.48 0.16 -9.90 -0.544
C 3.94 1.22 -7.71 0.597
O 3.25 2.06 -8.26 -0.677
C 4.12 1.24 -6.25 0.304
C 3.53 2.26 -5.49 -0.677
C 3.69 2.28 -4.10 -0.515
C 4.42 1.28 -3.47 -0.465
C 5.02 0.26 -4.22 -0.679
C 4.87 0.25 -5.61 0.292
C 5.54 -0.81 -6.40 0.557
O 6.19 -1.68 -5.85 -0.682
H 5.05 -0.81 -11.74 0.388
H 6.50 -2.49 -10.62 0.392
H 6.72 -2.49 -8.16 0.448
H 3.86 0.90 -10.40 0.451
H 2.95 3.04 -5.98 0.456
H 3.23 3.07 -3.52 0.427
H 4.54 1.29 -2.38 0.466
H 5.59 -0.51 -3.72 0.520
C 3.27 -3.91 2.24 -0.399
C 4.44 -4.12 2.97 -0.598
C 4.73 -3.33 4.08 -0.685
C 3.84 -2.31 4.46 0.426
C 2.68 -2.09 3.72 -0.241
C 2.39 -2.90 2.62 0.195
C 1.76 -0.99 4.09 0.433
O 0.74 -0.79 3.44 -0.710
C 2.10 -0.12 5.24 0.084
C 1.27 0.96 5.56 -0.509
C 1.58 1.77 6.65 -0.510
C 2.70 1.50 7.43 -0.439
C 3.53 0.43 7.11 -0.574
C 3.24 -0.38 6.00 0.259
C 4.14 -1.49 5.65 0.632
O 5.13 -1.72 6.33 -0.691
H 3.04 -4.54 1.38 0.373
H 5.13 -4.91 2.67 0.378
H 5.64 -3.50 4.64 0.458
H 1.48 -2.74 2.05 0.351
H 0.39 1.17 4.96 0.492
H 0.93 2.62 6.90 0.393
H 2.93 2.13 8.28 0.389
H 4.41 0.23 7.72 0.452
```

Expectation value of S²: 0.754
F_max (eV/Å): 4.1
HOMO-LUMO gap (eV): 7.2
Calculated total energy (Ha): -5579.799879
Spin multiplicity: 2
HOMO (Ha): -0.3057

3.
DFT (ωB97M-V/def2-TZVPD) results for a structure of composition C52H44F3N7O3P2RuS.

```
113
Properties=species:S:1:pos:R:3:mulliken_charge:R:1
Ru 2.76 -2.93 3.15 0.052
O -4.36 3.43 -1.82 -0.848
P -5.08 2.66 -2.89 1.005
C -4.85 3.47 -4.59 -0.927
P -3.51 3.21 -5.80 1.184
O -3.49 1.82 -6.26 -0.818
C -2.00 3.71 -5.05 0.301
C -1.65 4.31 -3.83 -0.030
C -0.29 4.72 -3.62 -0.674
C 0.65 4.41 -4.60 -0.267
C 0.30 3.68 -5.74 -0.540
C -1.02 3.29 -5.98 -0.727
C -3.83 4.37 -7.13 0.404
C -3.99 5.76 -6.94 -0.439
C -4.11 6.57 -8.12 -0.563
C -4.16 5.98 -9.41 -0.517
C -4.06 4.66 -9.54 -0.569
C -3.91 3.84 -8.41 -0.317
C -4.84 0.92 -2.96 0.482
C -5.26 0.13 -4.02 -0.223
C -5.55 -1.27 -3.82 -0.808
C -5.18 -1.89 -2.66 -0.302
C -4.58 -1.18 -1.65 -0.616
C -4.41 0.20 -1.82 -0.469
C -6.85 3.02 -2.64 0.553
C -7.26 4.07 -1.78 -0.674
C -8.61 4.42 -1.72 -0.530
C -9.56 3.75 -2.46 -0.481
C -9.15 2.72 -3.25 -0.659
C -7.80 2.34 -3.34 -0.095
H -4.76 4.54 -4.19 0.291
H -5.88 3.28 -5.06 0.510
H -2.44 4.29 -3.08 0.407
H -0.01 5.18 -2.61 0.318
H 1.71 4.70 -4.50 0.364
H 1.11 3.39 -6.41 0.372
H -1.27 2.57 -6.75 0.394
H -4.02 6.28 -6.01 0.341
H -4.18 7.66 -7.97 0.345
H -4.26 6.65 -10.20 0.463
H -4.09 4.24 -10.58 0.309
H -3.76 2.78 -8.55 0.452
H -5.35 0.56 -5.04 0.455
H -6.01 -1.79 -4.74 0.290
H -5.29 -2.93 -2.44 0.400
H -4.29 -1.65 -0.72 0.450
H -3.91 0.84 -1.04 0.296
H -6.61 4.43 -0.96 0.349
H -8.80 5.24 -1.06 0.398
H -10.62 3.89 -2.57 0.380
H -9.94 2.15 -3.68 0.394
H -7.43 1.63 -4.15 0.188
S 3.60 -3.81 5.00 -0.276
C 5.15 -4.26 4.32 0.536
N 5.91 -4.96 5.11 -0.625
N 7.22 -4.71 4.89 0.348
C 8.19 -5.32 5.70 0.765
C 7.87 -5.78 6.98 -0.315
C 8.86 -6.25 7.85 -0.513
C 10.19 -6.11 7.45 -0.531
C 10.47 -5.82 6.13 -0.478
C 9.48 -5.34 5.24 -0.445
N 5.55 -3.52 3.23 -0.639
N 4.62 -2.78 2.68 0.317
C 4.97 -1.90 1.65 0.822
C 4.24 -0.71 1.35 -0.280
C 4.66 0.09 0.26 -0.502
C 5.80 -0.26 -0.46 -0.321
C 6.53 -1.36 -0.16 -0.628
C 6.19 -2.12 0.96 -0.371
H 7.44 -4.28 4.01 0.235
H 6.86 -5.64 7.30 0.441
H 8.55 -6.73 8.77 0.389
H 10.94 -6.24 8.16 0.431
H 11.55 -5.79 5.83 0.291
H 9.87 -5.15 4.23 0.316
H 3.27 -0.46 1.84 0.171
H 4.02 0.98 -0.15 0.266
H 5.97 0.37 -1.37 0.308
H 7.30 -1.79 -0.80 0.347
H 6.86 -2.95 1.20 0.263
C 1.74 -6.97 0.18 -0.842
N 1.14 -5.73 0.55 0.097
C -0.16 -5.39 0.27 0.041
C -0.68 -4.17 0.71 -1.073
C 0.17 -3.29 1.48 0.955
N 1.47 -3.66 1.66 -0.249
C 2.04 -4.85 1.19 0.392
O 3.29 -4.99 1.28 -0.570
N -0.23 -2.10 1.96 -0.200
H 2.67 -6.83 -0.40 0.319
H 1.03 -7.52 -0.46 0.282
H 2.08 -7.61 1.09 0.272
H -0.63 -6.08 -0.38 0.409
H -1.74 -4.04 0.66 0.380
H -1.20 -1.81 1.78 0.235
H 0.37 -1.67 2.75 0.001
F -1.04 2.97 9.21 -0.272
C -0.02 3.50 8.45 0.822
F -0.59 4.50 7.68 -0.258
F 0.82 4.11 9.29 -0.240
C 0.55 2.45 7.47 0.240
C 0.06 1.16 7.64 -0.325
C 0.27 0.18 6.64 -0.653
C 1.28 0.34 5.69 0.197
C 1.97 1.57 5.76 -0.336
C 1.62 2.64 6.56 -0.795
C 1.54 -0.54 4.64 0.442
C 1.87 -1.45 3.90 -0.138
H -0.57 0.95 8.57 0.360
H -0.46 -0.58 6.63 0.455
H 2.88 1.72 5.18 0.379
H 2.12 3.61 6.20 0.295
```

Expectation value of S²: 8.817
F_max (eV/Å): 4.3
HOMO-LUMO gap (alpha / beta) (eV): 6.7 / 4.9
Calculated total energy (Ha): -4091.892713
Spin multiplicity: 6
HOMO (alpha / beta) (Ha): -0.3581 / -0.3827
Total charge: +1

4.
DFT (ωB97M-V/def2-TZVPD) results for a structure of composition C52H45BaN2O3P2S2Si.

```
108
Properties=species:S:1:pos:R:3:mulliken_charge:R:1
Ba -1.16 -1.41 1.50 1.177
C -3.54 1.34 -1.85 -1.684
Si -1.94 0.39 -1.36 1.486
C -1.66 -0.73 -2.91 0.131
C -2.68 -0.93 -3.85 -0.608
C -2.54 -1.80 -4.93 -0.781
C -1.35 -2.49 -5.11 -0.920
C -0.31 -2.30 -4.20 -0.183
C -0.46 -1.44 -3.11 -0.867
P 0.89 -1.19 -1.90 1.401
C 1.84 -2.77 -2.04 0.202
C 1.18 -3.97 -1.74 -0.240
C 1.87 -5.16 -1.69 -0.589
C 3.24 -5.19 -1.92 -0.593
C 3.91 -4.01 -2.21 -0.672
C 3.21 -2.81 -2.27 -0.647
C 2.05 -0.07 -2.77 0.400
C 3.00 0.59 -2.00 -0.006
C 3.98 1.39 -2.59 -0.565
C 4.01 1.54 -3.96 -0.760
C 3.05 0.90 -4.75 -0.668
C 2.08 0.10 -4.15 -0.612
C -0.64 1.78 -1.78 -0.031
C -0.56 2.26 -3.10 -0.428
C 0.33 3.25 -3.48 -1.096
C 1.17 3.81 -2.53 -0.743
C 1.11 3.37 -1.22 -0.421
C 0.22 2.36 -0.84 0.063
P 0.17 1.73 0.88 2.719
C -1.04 2.86 1.67 0.531
C -1.06 2.93 3.06 -0.438
C -2.01 3.71 3.72 -0.671
C -2.95 4.42 2.99 -0.653
C -2.94 4.36 1.61 -0.776
C -1.99 3.59 0.95 -0.645
C 1.74 2.39 1.58 -0.192
C 1.90 3.67 2.10 -0.017
C 3.13 4.09 2.58 -0.801
C 4.23 3.23 2.54 -0.703
C 4.07 1.95 2.03 -0.992
C 2.83 1.53 1.57 0.572
H -3.50 1.79 -2.85 0.543
H -3.70 2.15 -1.13 0.259
H -4.42 0.70 -1.80 0.328
H -3.62 -0.41 -3.73 0.321
H -3.36 -1.93 -5.62 0.393
H -1.22 -3.17 -5.94 0.395
H 0.61 -2.85 -4.33 0.481
H 0.12 -3.96 -1.53 0.344
H 1.34 -6.08 -1.46 0.396
H 3.78 -6.13 -1.88 0.367
H 4.98 -4.02 -2.40 0.404
H 3.75 -1.90 -2.50 0.319
H 2.97 0.49 -0.92 0.222
H 4.70 1.90 -1.96 0.446
H 4.76 2.16 -4.43 0.327
H 3.06 1.02 -5.82 0.366
H 1.34 -0.39 -4.77 0.345
H -1.21 1.82 -3.85 0.322
H 0.37 3.58 -4.51 0.348
H 1.89 4.58 -2.81 0.343
H 1.79 3.80 -0.49 0.337
H -0.34 2.36 3.64 0.446
H -2.01 3.74 4.80 0.428
H -3.69 5.02 3.50 0.356
H -3.67 4.91 1.03 0.403
H -1.98 3.55 -0.14 0.494
H 1.06 4.35 2.12 0.502
H 3.25 5.09 2.98 0.406
H 5.19 3.56 2.91 0.394
H 4.91 1.26 2.02 0.498
H 2.71 0.51 1.20 -0.635
S 1.49 0.30 5.79 -0.369
C -0.13 0.70 6.14 -0.367
C -0.98 0.26 5.17 -0.709
C -0.37 -0.42 4.06 -0.428
C 0.99 -0.47 4.28 1.040
C 2.00 -1.10 3.43 -0.324
C 3.36 -1.08 3.74 -0.800
C 4.27 -1.67 2.88 -0.638
C 3.81 -2.29 1.72 -0.816
C 2.45 -2.29 1.50 -0.578
N 1.56 -1.71 2.31 0.305
H -0.37 1.24 7.04 0.450
H -2.05 0.43 5.24 0.464
H 3.71 -0.58 4.64 0.335
H 5.33 -1.65 3.11 0.424
H 4.47 -2.77 1.02 0.551
H 2.04 -2.77 0.62 0.778
C -6.41 0.68 1.21 -0.417
C -5.39 1.49 1.68 -0.604
C -4.16 0.91 1.97 -0.223
N -3.92 -0.39 1.83 0.293
C -4.91 -1.17 1.37 -0.222
C -6.16 -0.67 1.05 -0.727
H -7.37 1.10 0.96 0.398
H -5.52 2.56 1.81 0.448
H -3.34 1.52 2.33 0.430
H -4.67 -2.22 1.26 0.311
H -6.92 -1.34 0.68 0.437
C -2.28 -6.04 1.16 -1.230
S -2.49 -4.35 0.66 1.410
O -2.87 -3.62 1.89 -0.828
O -3.51 -4.34 -0.36 -0.756
O -1.16 -3.90 0.21 -0.587
H -3.22 -6.40 1.54 0.379
H -1.51 -6.08 1.92 0.274
H -1.97 -6.61 0.28 0.320
```

F_max (eV/Å): 0.3
HOMO-LUMO gap (eV): 6.0
Calculated total energy (Ha): -4138.038440
HOMO (Ha): -0.1359
Total charge: -1